# C18H53O17

A molecular structure, C18H53O17 (ωB97M-V/def2-TZVPD, the Open Molecules 2025 dataset).

Computed properties:
Charge: -1
Largest force on an atom in eV/A: 14.51
Gap between HOMO and LUMO in eV: 6.83
DFT total energy in Eh: -1995.8389
E_HOMO in eV: -4.82

```
88
Properties=species:S:1:pos:R:3:forces:R:3
C -0.13383 -0.03832 0.24392 -0.7 -1.2 1.3
C 1.36727 -0.08399 0.43538 -1.8 0.9 -0.3
O 1.94170 0.95066 1.21706 -5.0 -10.8 -8.2
H -0.62266 -0.34014 1.17023 0.0 0.8 -1.1
H -0.42528 -0.76055 -0.51866 0.6 1.2 0.8
H -0.43765 0.94229 -0.12240 -1.0 -1.4 2.0
H 1.60977 0.15860 -0.59925 0.6 -1.0 0.6
H 1.56823 -1.08957 0.80485 0.5 1.0 -0.5
C -2.17703 1.58744 -1.80355 0.7 0.7 -0.9
C -1.43065 2.86509 -1.42281 -0.5 0.5 2.0
O -2.25155 3.37359 -0.37211 -1.7 1.0 0.2
C -3.20399 2.49494 -0.04902 -3.0 1.8 2.7
O -4.08105 2.67600 0.82000 2.3 0.0 -3.3
O -3.09024 1.39164 -0.77455 -1.2 -0.7 -0.8
H -1.50902 0.75105 -2.00925 -1.8 0.4 2.1
H -2.57098 1.78882 -2.79972 -1.2 -0.1 0.1
H -1.35598 3.58788 -2.23527 0.1 0.0 0.2
H -0.49886 2.70758 -0.87962 -0.6 0.8 -0.5
C -0.09420 -2.73040 1.78818 0.5 -1.1 -1.4
C -0.05421 -3.63929 0.54047 -1.9 -0.3 0.9
O 1.24537 -3.63249 0.10307 2.7 0.6 -0.2
C 2.03927 -3.07482 1.07156 1.3 -2.8 2.3
O 3.26426 -3.17698 1.14024 -4.8 -6.8 -1.1
O 1.29063 -2.54233 2.07970 1.2 -0.8 -1.5
H -0.43306 -3.16196 2.73000 -0.5 -0.1 -0.9
H -0.56185 -1.79194 1.49036 0.1 -1.5 0.4
H -0.63365 -3.24538 -0.29450 -0.4 -0.6 0.6
H -0.35606 -4.64950 0.81696 -0.1 -0.2 -0.4
O 2.19164 2.05976 2.75917 1.7 5.8 8.2
H 1.52945 1.63463 3.30415 0.3 -0.1 0.2
H 2.03269 1.71917 1.87884 -0.2 2.9 2.3
O 3.94401 0.64986 0.33584 4.3 2.9 -3.9
H 2.99110 0.56350 0.36270 0.1 1.0 0.7
H 4.11576 1.52379 0.68651 -0.1 0.1 0.3
O -0.30600 2.29423 1.46094 2.8 4.8 -1.9
H 0.22464 1.69060 0.94104 1.2 0.5 0.4
H -0.27444 3.11942 0.97692 0.6 0.6 0.3
O 3.68595 -1.26154 1.41829 0.7 1.7 1.2
H 3.27063 -1.92418 0.86633 1.9 2.7 0.1
H 3.84752 -0.52501 0.82867 1.3 -0.3 1.3
O 2.16330 2.66695 -0.35579 -0.7 2.9 0.3
H 2.01874 1.87888 0.16793 -0.1 -0.1 1.4
H 2.22520 2.34860 -1.25637 0.2 0.6 0.3
C -2.51679 -2.07732 3.55771 -0.3 -1.0 -0.4
C -1.34862 -1.35949 4.17351 1.4 -0.3 -0.7
O -0.41467 -1.00892 3.16043 2.2 -5.8 5.1
H -3.00756 -1.52244 2.75811 0.2 -1.2 1.2
H -3.20124 -2.42571 4.33117 -0.3 -0.1 -0.1
H -2.11037 -2.92381 3.00420 -0.4 -0.4 0.5
H -0.84232 -2.07960 4.81632 0.1 -0.1 0.3
H -1.61429 -0.53426 4.83420 -0.2 0.4 -0.2
H -0.77424 -0.24817 2.69830 -0.4 -0.6 -0.1
C 2.91072 -0.19342 -2.56898 -0.1 0.7 0.4
C 3.66381 1.18047 -2.64617 -1.0 -1.9 -1.0
O 2.74649 2.29316 -2.53244 2.2 -0.4 -2.8
H 3.59011 -1.04556 -2.58814 0.3 0.2 -0.3
H 2.12904 -0.27723 -3.32400 0.5 -0.1 -0.3
H 2.38565 -0.27796 -1.61754 0.7 -0.4 -0.6
H 4.00414 1.18900 -3.68164 0.9 0.3 0.2
H 4.39329 1.14209 -1.83716 0.2 0.5 -0.3
H 3.30799 3.05979 -2.39604 0.1 0.3 0.1
C -2.72186 -1.84143 -1.87393 -0.4 -0.7 0.6
C -1.23093 -1.88283 -2.04216 -1.4 -0.4 0.2
O -0.85104 -3.10051 -2.62982 0.2 -0.3 -0.7
H -3.05253 -2.62700 -1.19449 0.1 -0.3 0.0
H -3.23906 -2.03338 -2.81401 -0.1 0.5 -0.1
H -3.01380 -0.93144 -1.34972 -0.2 0.2 -0.5
H -0.81579 -1.84729 -1.03494 -0.1 -0.3 -1.0
H -0.96166 -1.01753 -2.64784 -0.6 -1.5 0.9
H 0.10472 -3.07085 -2.71494 0.2 -0.3 0.0
C -3.13796 0.20494 1.83649 -0.7 0.4 -1.2
C -2.19314 1.34070 1.95583 -0.2 -0.9 1.5
O -1.07251 0.80959 2.73182 -5.0 6.8 0.3
H -2.58343 -0.53187 1.25538 -0.3 -0.5 0.0
H -3.93705 0.57385 1.19348 -0.3 -0.6 0.5
H -3.47935 -0.26637 2.75813 -0.3 1.5 -0.4
H -2.67114 2.21826 2.39117 0.5 -0.1 0.5
H -1.76949 1.65086 1.00063 -1.3 -0.9 0.9
H -0.28160 1.32318 2.55211 0.0 0.6 0.7
C 0.33156 1.39857 -2.08828 3.6 -0.4 -0.3
C -0.09205 0.54260 -3.21287 0.3 0.8 -2.1
O 0.37308 1.07000 -4.45284 0.6 0.3 -0.1
H 1.38284 1.23901 -1.84858 -1.2 -0.6 -0.8
H -0.12623 1.14057 -1.13331 1.0 0.5 -3.1
H 0.37604 2.47638 -2.24461 -0.1 -0.7 -1.0
H -1.17989 0.58961 -3.26296 0.5 -0.7 -1.3
H 0.18228 -0.50083 -3.05766 1.1 0.8 -0.6
H 0.29392 0.42601 -5.16037 -0.1 -0.2 0.1
```
Forces are in eV/Å.

# C18H54BaFeN2O16P

A molecular structure, C18H54BaFeN2O16P (ωB97M-V/def2-TZVPD, the Open Molecules 2025 dataset).

Computed properties:
Charge: +1
Spin multiplicity: 5
Largest force on an atom in eV/A: 6.06
Gap between HOMO and LUMO (spin up / spin down) in eV: 3.53 / 3.44
ΔE to the lowest compared entry with this formula, charge and spin in kcal/mol: 294.6
DFT total energy in Eh: -3661.6641
E_HOMO (spin up / spin down) in eV: -9.01 / -8.91
⟨S²⟩: 6.01

```
93
Properties=species:S:1:pos:R:3:forces:R:3
Fe 0.98360 -0.04691 -0.93163 -2.6 -1.4 2.3
Ba -4.16107 1.82762 -2.35461 1.2 -1.0 2.0
P -1.27111 -0.49936 0.98217 1.6 -0.3 -0.6
O -0.86047 -1.60023 -0.02005 0.6 -3.0 -1.0
O 0.13517 -0.03761 1.49220 1.2 0.2 0.9
O -2.47001 -0.68972 1.91657 1.2 0.3 -0.6
O -1.40699 0.55593 -0.13273 -2.0 4.7 -3.3
C -2.79968 5.86654 0.39761 0.0 -0.8 0.0
O -2.52654 4.70944 -0.41520 -0.1 -0.4 -0.7
H -1.96316 5.95710 1.09052 -0.2 0.5 0.1
H -2.89060 6.73023 -0.26111 0.0 -0.1 0.2
H -3.72143 5.63353 0.93070 0.0 0.6 0.2
H -2.15985 4.06527 0.19487 0.2 -0.4 0.0
C -6.96526 -1.45086 0.37447 0.1 0.8 -1.0
O -5.95077 -0.44588 0.42077 0.2 0.5 -0.3
H -6.60940 -2.30277 -0.20494 0.1 -0.5 0.6
H -7.36680 -1.65214 1.36762 0.0 -0.3 -0.2
H -7.71857 -1.00730 -0.27658 -0.5 0.0 0.3
H -5.32025 -0.64353 1.11717 0.4 -0.1 0.1
C 2.77332 -1.66570 -5.45552 0.1 -0.6 -0.6
C 2.22045 -1.71100 -4.02437 0.9 -0.9 0.0
C 3.24905 -2.25742 -2.99406 0.0 0.0 0.9
O 2.83840 -2.09108 -1.61616 -1.2 0.5 -0.2
C 3.77618 -2.44519 -0.59197 0.4 0.2 -0.3
N 1.79306 -0.36929 -3.68670 -0.6 0.4 1.3
H 3.75867 -1.22674 -5.61201 0.2 0.0 0.6
H 2.12732 -1.05403 -6.08531 -0.3 0.0 0.1
H 2.78398 -2.64256 -5.93897 0.1 -0.1 0.2
H 1.36096 -2.38001 -4.06684 -0.1 0.1 0.4
H 4.20514 -1.74344 -3.09323 0.2 0.1 -0.3
H 3.40985 -3.32669 -3.13156 0.0 0.0 -0.4
H 4.67049 -1.83466 -0.71674 0.2 0.1 0.1
H 4.09107 -3.48850 -0.57053 -0.2 -0.2 -0.6
H 3.33936 -2.27011 0.39120 -0.3 0.3 -0.3
H 1.07733 -0.15085 -4.36501 -0.3 0.3 0.1
H 2.57749 0.21908 -3.92878 0.2 0.7 0.3
C 2.79629 4.84855 -1.25977 0.5 -0.6 -1.3
C 3.11185 3.54928 -2.04037 -0.6 1.6 -2.0
C 4.44388 3.63016 -2.89362 -1.2 -0.2 0.3
O 4.49764 2.47828 -3.69591 -1.0 -1.2 0.1
C 5.46729 2.51755 -4.68021 1.0 0.5 -1.2
N 3.12084 2.39377 -1.22187 1.3 -1.2 2.1
H 3.71445 5.14178 -0.75078 -0.2 0.4 0.2
H 1.95330 4.75373 -0.57532 0.2 -0.3 0.1
H 2.50323 5.56856 -2.02385 0.2 0.4 0.3
H 2.27639 3.30209 -2.69532 0.1 0.9 -0.9
H 5.33150 3.58888 -2.26234 0.1 0.4 0.5
H 4.51104 4.51236 -3.53025 -0.3 0.3 0.1
H 5.17654 3.14562 -5.52230 -0.2 0.5 0.0
H 5.68623 1.57254 -5.17736 -0.4 -0.5 0.7
H 6.42279 2.89055 -4.31147 0.1 0.1 0.2
H 3.04704 2.76816 -0.28673 -0.6 -0.4 0.7
H 4.11587 2.22204 -1.19886 0.4 -1.4 0.2
C -3.68315 2.61942 4.53030 0.4 -1.2 1.2
C -2.63735 1.78336 5.33710 0.0 0.4 -0.2
O -2.88430 0.38320 5.31833 -0.4 0.7 -0.1
O -3.69987 2.30966 3.16077 0.4 0.4 -0.8
H -3.48559 3.68009 4.68537 -0.1 0.1 -0.1
H -4.67245 2.33854 4.89154 -0.1 0.3 0.6
H -2.58988 2.11102 6.37560 -0.4 0.0 0.1
H -1.62125 1.93904 4.97459 0.1 0.3 -0.4
H -2.70961 0.13071 4.40876 0.2 -0.8 -0.2
H -3.31541 1.43706 3.04954 0.1 -0.4 -0.4
C -2.38250 -4.54022 -3.50668 -0.4 -0.4 0.5
C -3.49469 -3.63659 -3.00967 0.0 -0.1 -0.2
O -2.99286 -2.31563 -2.73809 -0.5 -0.2 -0.4
O -1.46067 -4.76394 -2.41516 -0.5 -0.1 -1.5
H -1.95492 -4.21430 -4.45487 0.7 0.8 0.2
H -2.81332 -5.48187 -3.84698 0.0 -0.4 0.7
H -3.90853 -4.09048 -2.10921 0.1 0.1 0.3
H -4.33791 -3.57014 -3.69718 0.2 0.2 -0.3
H -2.33617 -2.42948 -2.04716 0.2 0.7 0.7
H -1.34509 -3.92401 -1.96486 0.4 0.0 0.3
C 2.97589 1.94080 4.63677 0.1 -1.0 0.5
C 3.24345 0.43759 4.79139 -0.6 0.0 -0.2
O 2.02681 -0.35065 4.74059 0.8 0.7 0.6
O 2.39745 2.21277 3.37231 0.4 0.3 0.3
H 3.88081 2.52302 4.81064 0.2 0.0 -0.6
H 2.35296 2.20178 5.49231 -0.7 0.2 -0.2
H 3.71176 0.28430 5.76364 -0.1 -0.3 0.0
H 3.90208 0.05802 4.01021 0.3 0.2 -0.1
H 1.62875 -0.25544 3.87221 -0.3 -0.3 -0.3
H 1.93597 1.40520 3.13465 -0.5 0.2 -0.4
C -2.99492 -4.54974 3.72584 1.4 -1.3 0.4
C -1.44267 -4.53467 3.41922 -1.2 0.5 0.3
O -1.21904 -4.93654 2.09473 0.3 0.1 -0.1
O -3.81215 -3.94202 2.76715 0.2 0.7 -0.5
H -3.14029 -4.13992 4.72535 -0.2 0.0 0.2
H -3.32739 -5.58638 3.67185 0.1 -0.1 0.5
H -0.82128 -5.14101 4.07826 -0.6 -0.6 0.1
H -1.05093 -3.54437 3.65151 -0.1 0.6 -0.5
H -1.58406 -4.23130 1.55530 0.0 0.0 -0.4
H -3.52277 -3.03195 2.66914 0.1 0.5 -0.1
```
Forces are in eV/Å.

What is the largest force on an atom in the first record?
14.51 eV/A